ORCA calculation (wB97M-V/def2-TZVPD) on a 8-piece molecular cluster, C53H123BF4N6O5 overall.

Last columns: bonded neighbours and bond lengths (Å).
CARTESIAN COORDINATES (ANGSTROEM)
1 C -4.59 9.13 16.33  C2 1.541, H11 1.082, H12 1.084, H13 1.086
2 C -4.85 7.73 16.91  C1 1.541, N3 1.568, H14 1.092, H15 1.104
3 N -3.57 7.19 17.65  C2 1.568, C4 1.531, C5 1.564, C7 1.516
4 C -2.28 7.39 16.86  N3 1.531, H16 1.100, H17 1.096, H18 1.080
5 C -3.37 7.87 19.04  N3 1.564, C6 1.464, H19 1.072, H20 1.127
6 C -4.49 7.82 19.98  C5 1.464, H21 1.111, H22 1.114, H23 1.089
7 C -3.82 5.70 17.81  N3 1.516, C8 1.548, H24 1.103, H25 1.096
8 C -3.18 4.73 16.80  C7 1.548, O9 1.391, H26 1.088, H27 1.106
9 O -3.70 5.01 15.54  C8 1.391, C10 1.446
10 C -3.10 4.26 14.46  O9 1.446, H28 1.106, H29 1.132, H30 1.066
11 H -5.53 9.64 16.17  C1 1.082
12 H -4.10 9.09 15.36  C1 1.084
13 H -3.96 9.70 17.02  C1 1.086
14 H -5.13 6.94 16.21  C2 1.092
15 H -5.68 7.74 17.63  C2 1.104
16 H -2.04 8.47 16.81  C4 1.100
17 H -2.47 7.06 15.84  C4 1.096
18 H -1.51 6.90 17.44  C4 1.080
19 H -3.04 8.86 18.76  C5 1.072
20 H -2.44 7.36 19.42  C5 1.127
21 H -4.23 8.12 21.02  C6 1.111
22 H -4.82 6.77 20.15  C6 1.114
23 H -5.32 8.49 19.75  C6 1.089
24 H -4.91 5.53 17.76  C7 1.103
25 H -3.45 5.47 18.82  C7 1.096
26 H -3.37 3.72 17.15  C8 1.088
27 H -2.09 4.92 16.82  C8 1.106
28 H -3.53 4.57 13.49  C10 1.106
29 H -3.40 3.18 14.62  C10 1.132
30 H -2.05 4.40 14.44  C10 1.066
31 C -0.55 5.31 32.04  C32 1.509, H41 1.046, H42 1.110, H43 1.125
32 C -0.42 6.75 31.63  C31 1.509, N33 1.537, H44 1.041, H45 1.120
33 N -0.44 6.95 30.10  C32 1.537, C34 1.506, C35 1.445, C37 1.544
34 C -0.16 8.40 29.79  N33 1.506, H46 1.103, H47 1.090, H48 1.111
35 C 0.56 6.12 29.49  N33 1.445, C36 1.527, H49 1.070, H50 1.096
36 C 2.02 6.36 29.89  C35 1.527, H51 1.078, H52 1.066, H53 1.107
37 C -1.85 6.57 29.59  N33 1.544, C38 1.534, H54 1.102, H55 1.122
38 C -2.02 6.18 28.12  C37 1.534, O39 1.450, H56 1.101, H57 1.077
39 O -1.34 7.14 27.26  C38 1.450, C40 1.453
40 C -1.63 6.87 25.87  O39 1.453, H58 1.086, H59 1.145, H60 1.115
41 H -1.50 4.88 31.93  C31 1.046
42 H -0.41 5.28 33.14  C31 1.110
43 H 0.20 4.56 31.66  C31 1.125
44 H 0.48 7.21 31.89  C32 1.041
45 H -1.33 7.33 31.95  C32 1.120
46 H 0.68 8.82 30.36  C34 1.103
47 H -1.02 9.04 30.01  C34 1.090
48 H -0.03 8.50 28.69  C34 1.111
49 H 0.42 6.32 28.45  C35 1.070
50 H 0.35 5.06 29.68  C35 1.096
51 H 2.36 7.38 29.94  C36 1.078
52 H 2.69 5.82 29.26  C36 1.066
53 H 2.22 5.89 30.87  C36 1.107
54 H -2.55 7.37 29.88  C37 1.102
55 H -2.09 5.64 30.17  C37 1.122
56 H -3.08 6.37 27.89  C38 1.101
57 H -1.77 5.15 27.96  C38 1.077
58 H -1.22 7.70 25.30  C40 1.086
59 H -2.76 6.80 25.71  C40 1.145
60 H -1.12 5.95 25.48  C40 1.115
61 C -1.02 0.88 15.26  C62 1.557, H71 1.099, H72 1.075, H73 1.054
62 C 0.53 0.90 15.43  C61 1.557, N63 1.537, H74 1.099, H75 1.094
63 N 0.98 1.73 16.64  C62 1.537, C64 1.476, C65 1.580, C67 1.547
64 C 2.45 1.83 16.61  N63 1.476, H76 1.067, H77 1.066, H78 1.066
65 C 0.26 3.14 16.57  N63 1.580, C66 1.473, H79 1.121, H80 1.076
66 C 0.47 3.86 15.31  C65 1.473, H81 1.077, H82 1.186, H83 1.100
67 C 0.49 1.03 17.94  N63 1.547, C68 1.510, H84 1.079, H85 1.054
68 C 1.18 -0.26 18.30  C67 1.510, O69 1.410, H86 1.145, H87 1.154
69 O 2.46 -0.07 18.87  C68 1.410, C70 1.389
70 C 3.13 -1.24 19.20  O69 1.389, H88 1.086, H89 1.095, H90 1.090
71 H -1.51 0.42 16.13  C61 1.099
72 H -1.14 0.10 14.53  C61 1.075
73 H -1.39 1.80 14.91  C61 1.054
74 H 1.00 1.37 14.56  C62 1.099
75 H 0.87 -0.13 15.59  C62 1.094
76 H 2.88 0.85 16.65  C64 1.067
77 H 2.79 2.35 17.47  C64 1.066
78 H 2.70 2.31 15.69  C64 1.066
79 H 0.70 3.68 17.45  C65 1.121
80 H -0.77 3.01 16.83  C65 1.076
81 H -0.16 3.58 14.48  C66 1.077
82 H 1.51 3.71 14.76  C66 1.186
83 H 0.30 4.92 15.58  C66 1.100
84 H -0.57 0.88 17.84  C67 1.079
85 H 0.69 1.72 18.71  C67 1.054
86 H 1.17 -0.94 17.38  C68 1.145
87 H 0.53 -0.91 18.99  C68 1.154
88 H 3.15 -2.03 18.45  C70 1.086
89 H 2.71 -1.62 20.15  C70 1.095
90 H 4.16 -0.90 19.32  C70 1.090
91 C 9.16 13.26 26.66  C92 1.504, H101 1.093, H102 1.053, H103 1.078
92 C 9.14 12.41 25.42  C91 1.504, C93 1.532, H104 1.073, H105 1.086
93 C 10.39 12.60 24.55  C92 1.532, N94 1.472, H106 1.097, H107 1.112
94 N 10.38 11.89 23.25  C93 1.472, C95 1.546, C99 1.513, C100 1.499
95 C 10.00 10.42 23.50  N94 1.546, C96 1.495, H108 1.102, H109 1.063
96 C 10.10 9.65 22.23  C95 1.495, C97 1.524, H110 1.123, H111 1.127
97 C 11.50 9.69 21.62  C96 1.524, C98 1.546, H112 1.088, H113 1.059
98 C 11.93 11.15 21.34  C97 1.546, C99 1.584, H114 1.129, H115 1.081
99 C 11.73 12.08 22.60  N94 1.513, C98 1.584, H116 1.083, H117 1.077
100 C 9.24 12.43 22.45  N94 1.499, H118 1.136, H119 1.104, H120 1.104
101 H 8.33 13.06 27.34  C91 1.093
102 H 9.33 14.28 26.50  C91 1.053
103 H 10.08 12.95 27.14  C91 1.078
104 H 8.25 12.53 24.82  C92 1.073
105 H 9.08 11.36 25.68  C92 1.086
106 H 11.30 12.26 25.06  C93 1.097
107 H 10.58 13.67 24.31  C93 1.112
108 H 10.75 10.15 24.27  C95 1.102
109 H 9.02 10.57 23.89  C95 1.063
110 H 9.81 8.59 22.49  C96 1.123
111 H 9.38 9.94 21.41  C96 1.127
112 H 12.23 9.30 22.32  C97 1.088
113 H 11.63 9.16 20.72  C97 1.059
114 H 12.98 11.34 20.96  C98 1.129
115 H 11.21 11.42 20.58  C98 1.081
116 H 12.49 11.85 23.34  C99 1.083
117 H 11.86 13.13 22.38  C99 1.077
118 H 8.22 12.13 22.87  C100 1.136
119 H 9.12 11.97 21.45  C100 1.104
120 H 9.29 13.52 22.30  C100 1.104
121 C 5.57 2.63 24.43  C122 1.518, H131 1.110, H132 1.092, H133 1.078
122 C 6.55 3.73 24.79  C121 1.518, C123 1.518, H134 1.051, H135 1.112
123 C 7.26 3.50 26.12  C122 1.518, N124 1.549, H136 1.138, H137 1.084
124 N 8.35 4.50 26.57  C123 1.549, C125 1.505, C129 1.493, C130 1.507
125 C 9.55 4.45 25.66  N124 1.505, C126 1.580, H138 1.088, H139 1.084
126 C 10.49 5.71 25.86  C125 1.580, C127 1.518, H140 1.102, H141 1.079
127 C 9.84 7.07 25.79  C126 1.518, C128 1.550, H142 1.054, H143 1.082
128 C 8.77 7.04 26.91  C127 1.550, C129 1.541, H144 1.079, H145 1.101
129 C 7.81 5.89 26.54  N124 1.493, C128 1.541, H146 1.089, H147 1.058
130 C 8.78 4.10 27.95  N124 1.507, H148 1.114, H149 1.123, H150 1.159
131 H 4.92 2.36 25.28  C121 1.110
132 H 6.15 1.72 24.22  C121 1.092
133 H 4.95 2.94 23.61  C121 1.078
134 H 5.96 4.60 24.85  C122 1.051
135 H 7.31 3.82 23.99  C122 1.112
136 H 7.79 2.49 26.12  C123 1.138
137 H 6.48 3.58 26.87  C123 1.084
138 H 9.18 4.25 24.66  C125 1.088
139 H 10.21 3.61 25.81  C125 1.084
140 H 11.32 5.54 25.15  C126 1.102
141 H 10.94 5.53 26.82  C126 1.079
142 H 9.34 7.16 24.86  C127 1.054
143 H 10.47 7.94 25.96  C127 1.082
144 H 8.26 7.99 26.89  C128 1.079
145 H 9.17 7.03 27.94  C128 1.101
146 H 7.51 6.07 25.51  C129 1.089
147 H 6.98 5.79 27.18  C129 1.058
148 H 9.56 3.30 27.98  C130 1.114
149 H 7.90 3.80 28.58  C130 1.123
150 H 9.36 5.02 28.36  C130 1.159
151 C 5.40 15.45 28.62  C152 1.463, H161 1.073, H162 1.075, H163 1.068
152 C 5.54 15.49 27.16  C151 1.463, C153 1.534, H164 1.103, H165 1.102
153 C 4.48 14.53 26.62  C152 1.534, N154 1.539, H166 1.076, H167 1.097
154 N 4.37 14.46 25.09  C153 1.539, C155 1.506, C159 1.468, C160 1.480
155 C 5.74 14.16 24.55  N154 1.506, C156 1.581, H168 1.118, H169 1.067
156 C 5.71 13.96 22.98  C155 1.581, C157 1.546, H170 1.088, H171 1.092
157 C 4.69 12.86 22.65  C156 1.546, C158 1.631, H172 1.120, H173 1.129
158 C 3.22 13.20 23.28  C157 1.631, C159 1.538, H174 1.084, H175 1.050
159 C 3.37 13.43 24.79  N154 1.468, C158 1.538, H176 1.152, H177 1.115
160 C 3.90 15.77 24.59  N154 1.480, H178 1.064, H179 1.092, H180 1.101
161 H 6.14 16.14 28.98  C151 1.073
162 H 5.53 14.44 28.99  C151 1.075
163 H 4.42 15.81 28.82  C151 1.068
164 H 6.55 15.15 26.88  C152 1.103
165 H 5.38 16.49 26.74  C152 1.102
166 H 3.53 14.79 27.05  C153 1.076
167 H 4.76 13.52 26.94  C153 1.097
168 H 6.14 13.27 25.11  C155 1.118
169 H 6.27 15.04 24.83  C155 1.067
170 H 6.72 13.69 22.68  C156 1.088
171 H 5.52 14.92 22.48  C156 1.092
172 H 4.98 11.87 23.09  C157 1.120
173 H 4.64 12.75 21.52  C157 1.129
174 H 2.68 12.29 23.03  C158 1.084
175 H 2.74 14.05 22.91  C158 1.050
176 H 3.74 12.45 25.28  C159 1.152
177 H 2.40 13.67 25.28  C159 1.115
178 H 3.27 16.24 25.31  C160 1.064
179 H 3.34 15.80 23.65  C160 1.092
180 H 4.74 16.46 24.42  C160 1.101
181 C 0.22 5.52 20.96  C182 1.562, H185 1.049, H186 1.121, H187 1.057
182 C -0.21 4.75 19.67  C181 1.562, O183 1.240, O184 1.234
183 O 0.20 3.58 19.58  C182 1.240
184 O -0.85 5.40 18.84  C182 1.234
185 H -0.44 6.28 21.26  C181 1.049
186 H 1.22 5.99 20.79  C181 1.121
187 H 0.42 4.87 21.77  C181 1.057
188 B 6.31 9.72 24.90  F189 1.413, F190 1.382, F191 1.429, F192 1.347
189 F 6.56 8.33 25.06  B188 1.413
190 F 6.64 10.32 26.10  B188 1.382
191 F 7.18 10.22 23.88  B188 1.429
192 F 5.02 9.95 24.62  B188 1.347

The calculation puts the LUMO energy at -6.14 eV. The value obtained for the molar mass is 1011.4 g/mol. The value obtained for the HOMO-LUMO gap is 0.287 Ha. For the electronic energy, the calculation gives -87651.4517 eV. As for the charge: +4.